[1]
The following is a quantum chemistry calculation of one molecule with the formula C6H8O2S2, from OMol25.

Calculated values
**2S+1**: 3
**Total charge**: 0
**⟨S²⟩**: 2.06
**HOMO (alpha / beta)**: -7.061 / -9.346 eV
**Energy relative to the best compared isomer or geometry (same formula, charge and spin)**: 5.27 kcal per mole

Structure (XYZ):
```
18
Properties=species:S:1:pos:R:3:forces:R:3:lowdin_spin:R:1
C 0.841023 -0.153113 -0.143992 0.21 -0.35 -0.69 0.913
C -0.486319 0.135818 0.040584 0.92 -0.37 -1.06 0.093
C -1.382762 1.402935 2.144110 -2.35 -0.69 -1.95 0.073
C -0.682419 0.371172 1.385398 -0.07 0.29 3.84 0.362
C -2.692062 0.068323 -0.825560 -1.91 -0.69 2.74 0.005
C 3.464273 -0.704755 -0.677050 0.69 -1.36 3.08 0.063
O -1.281126 1.570830 3.314004 0.71 0.14 1.67 0.127
O -1.323953 0.317740 -1.050085 0.75 0.17 1.46 -0.005
S -2.691741 2.295831 1.237792 0.61 0.82 0.66 0.015
S 2.143108 0.439084 -0.985730 -0.03 0.20 -0.62 0.321
H -0.031071 -0.089101 2.219423 -0.35 0.45 -2.13 0.017
H -3.298996 0.790936 -1.328273 -0.10 0.71 -0.30 0.002
H -3.063401 0.057140 0.303917 1.27 0.18 -2.42 0.003
H -3.022439 -0.886578 -1.176134 0.42 -0.88 -0.66 -0.001
H 3.263937 -1.772787 -0.825357 -0.06 0.40 -1.30 0.004
H 3.651516 -0.838290 0.452616 -0.21 1.05 -1.31 0.008
H 4.386191 -0.296229 -1.095598 -0.29 -0.34 -0.27 0.000
H -1.922707 2.185292 0.168816 -0.22 0.29 -0.74 0.000
```
Forces are in eV/Å.

---

[2]
The following is a quantum chemistry calculation of a 2-piece molecular cluster, H6P4S overall, from OMol25.

Calculated values
**2S+1**: 1
**Total charge**: 0
**HOMO (alpha / beta)**: -8.053 / -8.615 eV
**Energy relative to the best compared isomer or geometry (same formula, charge and spin)**: 48.18 kcal per mole

Structure (XYZ):
```
11
Properties=species:S:1:pos:R:3:forces:R:3:nbo_charge:R:1
P -2.582134 -0.633799 0.165149 1.18 -0.75 -0.59 0.044
P 0.539220 2.310630 -0.151701 -0.29 0.76 -1.30 0.013
P -0.566753 -0.780397 -0.862435 0.64 0.47 -0.63 -0.029
P 0.644762 0.333596 0.535158 1.53 -0.85 0.89 0.122
S 3.605487 -0.216700 -0.256852 -0.22 2.28 0.47 -0.269
H -2.938562 -1.538215 -0.915967 -0.22 0.13 0.94 0.013
H -1.971607 -1.584709 1.042000 -0.93 -0.08 -0.04 0.012
H 1.082772 2.878771 0.999927 -0.24 0.22 0.47 0.008
H -0.864276 2.425995 0.078916 0.25 0.24 0.23 0.006
H 0.080494 -1.890822 -0.244190 -0.73 -0.23 -0.14 -0.001
H 2.970600 -1.304349 -0.390001 -0.98 -2.20 -0.31 0.082
```
Forces are in eV/Å.

---

[3]
The following is a quantum chemistry calculation of C3H2I2O2 as an isolated structure, from OMol25.

Calculated values
**2S+1**: 3
**Total charge**: 0
**⟨S²⟩**: 2.01
**HOMO (alpha / beta)**: -5.838 / -9.080 eV
**Energy relative to the best compared isomer or geometry (same formula, charge and spin)**: 42.44 kcal per mole

Structure (XYZ):
```
9
Properties=species:S:1:pos:R:3:forces:R:3:lowdin_spin:R:1
C -0.932854 0.665259 -0.794291 2.25 -0.11 5.39 0.016
C 0.403144 -0.879324 -0.306639 0.14 0.78 0.91 0.023
C 0.132148 0.281994 0.637391 -1.85 -0.51 -3.91 0.345
O -1.627359 1.584615 -0.922593 -0.98 0.36 -1.69 0.009
O -0.556281 -0.472158 -1.316345 -1.75 -1.53 -1.62 0.021
I -0.804810 -0.300745 2.457093 -0.51 -0.02 1.41 0.778
I 1.676455 1.764419 0.944955 1.30 1.25 0.66 0.804
H 1.242527 -0.804409 -0.893618 2.76 0.30 -0.59 0.002
H 0.467029 -1.839651 0.194047 -1.36 -0.52 -0.55 0.001
```
Forces are in eV/Å.

---

[4]
The following is a quantum chemistry calculation of a 6-piece molecular cluster, C25H49IN3O24P3S7 overall, from OMol25.

Calculated values
**2S+1**: 1
**SMILES**: [H]/N=C\C[C@@](N=C=S)(O[C@](C=C)([PH2]=N)P(C)CC)[C@@H](OC[C@@H](I)CC)P(O)(O)=S.O=S1(=O)OCCO1.O=S1(=O)OCCO1.O=S1(=O)OCCO1.O=S1(=O)OCCO1.O=S1(=O)OCCO1
**Total charge**: 0
**HOMO**: -8.224 eV
**Energy relative to the best compared isomer or geometry (same formula, charge and spin)**: 0.00 kcal per mole

Structure (XYZ):
```
112
Properties=species:S:1:pos:R:3:forces:R:3:lowdin_charge:R:1
H -1.283765 -2.834917 1.628587 -0.12 -0.10 0.00 0.031
N -1.555167 -2.768825 0.642007 0.29 0.16 0.14 0.133
C -0.584313 -2.287843 -0.017635 -0.25 -0.33 0.16 -0.218
C 0.767262 -1.896333 0.510760 0.46 0.25 -0.91 -0.076
C 0.879202 -0.402002 0.978931 0.20 -2.59 0.12 -0.432
N 2.312742 -0.107221 0.839174 -0.86 0.92 1.38 0.149
C 2.866010 0.745810 1.519507 0.27 0.46 -1.75 -0.777
S 3.664961 2.015759 1.915887 0.35 -0.26 0.83 0.841
O -0.014130 0.378120 0.236084 0.41 0.67 0.38 -0.125
C 0.365717 1.012327 -0.968958 -0.14 -0.36 -2.18 -0.681
C 1.075395 0.195368 -2.045633 0.21 -0.44 0.62 -0.203
C 0.523053 -0.534171 -3.008838 0.24 -0.06 -0.05 0.030
P 1.402241 2.555249 -0.742039 -0.53 0.62 1.22 0.733
N 0.998978 3.486470 0.462793 0.14 -0.54 -0.06 -0.274
P -1.270815 1.741603 -1.631659 -0.63 1.19 1.10 0.990
C -0.947788 2.337052 -3.338816 -0.41 -0.53 0.05 -0.289
C -2.543923 0.400205 -1.803474 -0.16 -0.22 -0.68 -0.395
C -3.262511 0.397088 -3.171679 -0.03 -0.75 0.56 -0.152
C 0.346282 -0.450108 2.448400 -0.13 0.57 -0.80 -0.310
O 1.179378 -1.232880 3.261043 -0.07 0.43 -0.06 -0.139
C 1.841663 -0.679667 4.375921 1.31 -0.20 0.99 -0.332
C 2.896361 -1.704979 4.865971 -1.18 -0.32 -0.54 -0.658
I 1.852238 -3.006503 6.260681 0.18 -0.03 0.07 0.845
C 3.477448 -2.593664 3.781258 1.33 -0.27 0.12 -0.331
C 4.459879 -1.843904 2.837543 -0.62 -0.07 0.51 -0.077
P -0.357481 1.089049 3.197665 -1.54 -0.22 2.04 0.272
O -1.361374 1.756212 2.160974 0.73 0.08 -0.54 -0.204
O 0.730364 2.202706 3.579943 0.41 -0.17 -0.64 -0.233
S -1.379178 0.646233 4.802184 0.35 -0.19 -0.13 0.335
H -0.724510 -2.209272 -1.095403 0.01 0.16 0.02 0.090
H 1.479157 -1.984625 -0.313277 -0.04 -0.09 -0.01 0.113
H 1.113063 -2.587287 1.280600 -0.11 0.20 0.22 0.123
H 2.166255 0.213390 -2.019193 -0.02 0.47 -0.26 0.092
H 1.139963 -0.821611 -3.852872 0.04 -0.48 0.22 0.077
H -0.503667 -0.876618 -3.021422 -0.17 0.55 -0.20 0.058
H 1.338718 3.290088 -1.940897 0.24 -0.56 -0.28 0.004
H 2.729887 2.072034 -0.704733 -0.02 0.12 -0.33 -0.017
H 0.187197 3.080434 0.924374 -0.04 0.28 0.10 -0.060
H -0.840714 1.538581 -4.066133 0.41 0.13 -0.07 0.005
H -1.864290 2.866733 -3.612621 0.01 0.04 0.07 0.043
H -0.148156 3.069758 -3.386829 0.12 -0.14 -0.01 0.009
H -3.311423 0.589166 -1.053286 0.24 0.06 0.23 0.067
H -2.191668 -0.616163 -1.626918 0.25 0.12 0.17 0.047
H -2.584291 0.177482 -3.989492 -0.01 0.33 -0.09 0.032
H -3.850036 1.296685 -3.344688 0.20 0.10 -0.16 0.075
H -3.958248 -0.446181 -3.140545 -0.15 0.14 -0.06 0.079
H -0.567580 -1.041768 2.329571 -0.29 0.39 0.11 0.116
H 2.375842 0.259440 4.184409 -0.13 -0.04 -0.55 0.100
H 1.186666 -0.510693 5.229587 -0.38 0.22 -0.32 0.038
H 3.676176 -1.201180 5.430046 -0.06 -0.03 0.11 0.089
H 4.085548 -3.341901 4.294914 -0.20 -0.09 0.06 0.083
H 2.727710 -3.164836 3.240416 -0.22 0.26 0.03 0.090
H 4.127635 -1.908779 1.804910 0.14 0.14 -0.06 0.061
H 5.457083 -2.265009 2.941363 0.04 0.04 -0.16 0.072
H 4.509092 -0.798418 3.149410 0.12 0.08 -0.29 0.051
H -2.048428 2.173253 2.706605 -0.13 -0.06 -0.10 0.076
H 0.834305 2.173247 4.542644 -0.05 0.06 0.03 0.067
O -2.149278 5.908114 -5.688882 -0.04 -0.27 -0.08 -0.227
S -0.788759 5.916591 -5.279105 0.19 0.29 0.29 0.582
O 0.101544 4.870098 -5.625452 -0.12 -0.10 -0.23 -0.215
O -0.747063 6.136558 -3.697178 -0.21 0.16 -0.16 -0.194
C 0.029926 7.299964 -3.376387 0.43 0.05 0.04 -0.153
C -0.133136 8.204505 -4.579833 -0.37 0.23 0.15 -0.155
O -0.123440 7.306605 -5.701277 0.18 -0.18 0.17 -0.184
H 1.068868 6.993562 -3.242617 0.00 0.02 0.00 0.136
H -0.334875 7.752134 -2.458639 -0.18 -0.16 0.00 0.139
H 0.668884 8.930695 -4.672789 0.09 -0.13 -0.20 0.137
H -1.093984 8.722482 -4.564294 0.02 0.01 0.03 0.135
O -1.794214 0.964000 -6.004661 0.32 -0.27 -0.14 -0.239
S -2.630117 0.932098 -7.149677 -0.38 0.47 -0.27 0.600
O -3.021379 -0.287240 -7.754002 0.04 -0.16 0.16 -0.207
O -2.009168 1.901190 -8.258085 0.05 0.04 0.29 -0.180
C -2.956583 2.915112 -8.622398 -0.34 0.00 -0.29 -0.152
C -3.792419 3.116207 -7.377613 0.30 0.35 0.27 -0.149
O -3.941963 1.791515 -6.838160 -0.04 -0.15 -0.33 -0.186
H -3.556487 2.540537 -9.454052 -0.01 0.01 0.01 0.134
H -2.438249 3.820082 -8.926757 0.21 -0.10 0.08 0.137
H -4.765974 3.548814 -7.588621 -0.11 -0.23 0.05 0.138
H -3.272052 3.732150 -6.641724 0.00 0.04 -0.05 0.113
O -3.381710 -7.684043 2.342839 -0.14 -0.12 0.02 -0.217
S -3.262387 -7.010634 3.583839 0.22 0.32 0.02 0.603
O -3.736558 -7.585516 4.789134 0.03 -0.16 0.02 -0.211
O -3.910784 -5.553847 3.399151 0.17 -0.11 -0.19 -0.180
C -2.956641 -4.543752 3.731240 0.11 0.18 0.46 -0.164
C -1.613349 -5.168900 3.420523 0.16 0.19 -0.53 -0.182
O -1.743552 -6.533993 3.816396 -1.04 0.32 0.83 -0.221
H -3.051816 -4.319384 4.795974 0.04 0.04 -0.01 0.135
H -3.146147 -3.641994 3.153539 -0.17 -0.13 -0.14 0.126
H -0.803226 -4.689114 3.965878 0.05 -0.23 0.15 0.126
H -1.396421 -5.147217 2.348820 -0.02 0.02 0.01 0.115
O 3.869183 6.719806 5.710776 0.00 0.12 0.14 -0.222
S 2.979475 7.168947 4.701408 -0.12 -0.26 -0.19 0.594
O 2.718953 8.547560 4.500438 0.14 0.10 0.05 -0.220
O 1.593832 6.385810 4.872679 0.25 -0.14 0.03 -0.188
C 1.266898 5.683702 3.662182 -0.20 0.18 -0.38 -0.157
C 2.604252 5.363052 3.036806 0.09 -0.42 0.01 -0.186
O 3.405728 6.527540 3.299763 -0.27 0.21 0.02 -0.191
H 0.678540 6.347711 3.026583 0.02 -0.02 -0.03 0.136
H 0.687929 4.794175 3.886999 0.03 0.02 0.19 0.114
H 2.530167 5.180987 1.966975 0.05 0.14 0.01 0.104
H 3.078300 4.505958 3.520726 -0.05 -0.01 0.02 0.102
O -0.508752 -7.568435 1.994404 0.56 -0.22 -0.51 -0.217
S -0.360392 -8.972084 2.101993 0.14 -0.14 -0.16 0.613
O -1.146016 -9.739134 2.993963 -0.11 0.06 0.04 -0.196
O 1.193591 -9.289326 2.364836 -0.04 0.20 -0.25 -0.184
C 1.699049 -10.164854 1.352010 -0.04 -0.42 0.02 -0.166
C 0.862598 -9.854527 0.128457 0.24 0.34 -0.17 -0.167
O -0.453415 -9.635224 0.644509 0.04 -0.22 0.24 -0.177
H 1.554696 -11.195233 1.683291 0.01 -0.01 -0.04 0.134
H 2.758167 -9.980327 1.192749 -0.01 0.17 0.14 0.133
H 0.852775 -10.668104 -0.591370 -0.23 -0.04 0.05 0.135
H 1.196938 -8.937559 -0.362432 0.05 -0.03 0.00 0.133
```
Forces are in eV/Å.

---

[5]
The following is a quantum chemistry calculation of a 2-piece molecular cluster, C6H9O6P overall, from OMol25.

Calculated values
**2S+1**: 3
**Total charge**: 0
**⟨S²⟩**: 2.02
**HOMO (alpha / beta)**: -3.673 / -7.436 eV

Structure (XYZ):
```
22
Properties=species:S:1:pos:R:3:forces:R:3:lowdin_spin:R:1
C -2.719178 -0.925009 0.268132 -3.24 0.90 -0.45 0.082
C -2.675004 0.375805 -0.283717 -1.92 -0.67 -0.56 0.108
C -1.454378 -1.419130 0.152379 2.35 -1.91 0.57 0.343
C -1.412611 0.593392 -0.765094 4.16 1.17 -1.01 0.184
C 3.221312 0.595771 1.078823 -2.67 -4.28 -0.20 0.056
C 2.341873 0.370572 -0.154857 3.45 -3.76 -0.78 0.418
O -0.630547 -0.509684 -0.398049 -0.43 0.89 -0.59 0.058
O -3.885423 -1.580605 0.614376 -0.49 2.26 -0.99 0.027
O -3.761700 1.148188 -0.496713 -0.44 0.07 0.62 0.027
O -0.874077 1.578292 -1.489935 -1.68 -2.10 1.66 0.163
O 2.983647 1.824004 1.580059 0.46 1.82 1.00 0.002
O 1.629319 1.314529 -0.447405 -4.64 4.02 -1.75 0.291
P 2.330359 -1.317206 -0.999280 -1.96 2.64 -0.41 0.110
H 2.563080 -0.198884 1.736844 2.17 0.83 -0.23 0.037
H 4.269179 0.238420 0.892256 -0.80 0.77 0.76 0.012
H -4.701083 -0.986659 0.315712 2.61 -1.58 0.96 -0.001
H -4.058104 1.200494 -1.414843 0.40 -0.02 -0.05 0.004
H 0.141709 1.633341 -1.408207 0.56 -0.86 0.77 0.002
H -0.955759 -2.401664 0.421182 -0.92 1.46 -0.37 0.014
H 2.035967 1.997601 1.405074 0.71 0.10 -0.28 0.003
H 3.603951 -1.451188 -0.716404 2.84 -0.80 0.29 0.011
H 2.007468 -2.080383 0.109663 -0.51 -0.96 1.05 0.050
```
Forces are in eV/Å.

---

[6]
The following is a quantum chemistry calculation of C22H22Cl2MoNO2S4Sb as an isolated structure, from OMol25.

Calculated values
**2S+1**: 4
**Total charge**: +1
**⟨S²⟩**: 3.78
**HOMO (alpha / beta)**: -10.726 / -11.049 eV
**Energy relative to the best compared isomer or geometry (same formula, charge and spin)**: 8.44 kcal per mole

Structure (XYZ):
```
55
Properties=species:S:1:pos:R:3:forces:R:3:lowdin_spin:R:1
Mo 1.263704 -0.674443 -0.508618 0.70 -0.15 -0.53 1.764
C -2.541777 0.848488 3.142323 0.02 -0.02 -0.06 0.000
C -1.697314 0.880836 1.863935 0.01 -0.02 -0.08 0.000
C -1.767378 2.259356 1.214043 -0.01 -0.07 0.03 0.000
C -0.292900 0.417758 2.196977 -0.02 -0.02 0.32 0.001
C 0.635755 1.245563 2.831798 -0.17 -0.13 -0.17 0.007
C 1.830407 0.740647 3.315554 -0.04 -0.15 -0.06 0.001
C 2.149139 -0.611696 3.203539 -0.17 0.03 -0.07 0.008
C 3.420638 -1.162569 3.765904 0.11 -0.07 0.03 0.003
C 1.229498 -1.446506 2.572927 0.04 0.09 0.03 -0.001
C 0.027303 -0.940914 2.081025 -0.12 0.18 -0.07 0.001
H -3.578571 1.101768 2.926108 -0.06 0.01 -0.01 0.000
H -2.160310 1.567552 3.866768 0.03 0.05 0.05 0.000
H -2.516605 -0.136369 3.605034 -0.01 -0.06 0.03 0.000
H -2.124059 0.152166 1.161292 0.05 0.05 0.05 0.000
H -1.322620 3.021832 1.852912 0.02 0.06 0.04 0.000
H -2.807431 2.540580 1.053062 -0.05 0.02 -0.03 0.000
H -1.257267 2.267259 0.253567 0.11 0.01 -0.12 0.000
H 0.416684 2.293693 2.971367 -0.02 0.11 -0.01 0.001
H 2.527563 1.405754 3.805388 0.07 0.06 0.04 0.000
H 3.851434 -1.904074 3.093117 0.03 -0.02 0.02 0.001
H 3.236545 -1.651400 4.723955 0.01 -0.01 0.02 0.001
H 4.154018 -0.374817 3.925954 0.04 0.00 0.02 0.000
H 1.434897 -2.506566 2.477808 0.03 0.01 -0.01 0.000
H -0.723056 -1.627215 1.701194 0.08 0.06 -0.01 0.000
S 2.945498 -4.374081 -1.577869 0.04 -0.01 -0.01 0.873
Sb 3.877699 -2.223465 -2.004181 0.00 0.04 0.12 0.126
S 1.893085 -1.111063 -2.779925 -0.15 0.05 0.32 0.080
S 3.369096 -1.246621 0.196594 -0.08 -0.10 -0.12 -0.014
Cl -4.241866 -4.647319 -3.366366 -0.13 -0.06 -0.10 0.001
C -2.929339 -3.926407 -2.519455 0.11 0.36 0.03 0.003
C -2.098761 -4.739886 -1.736648 0.08 0.24 -0.01 0.004
C -1.044834 -4.191798 -1.043878 -0.10 0.32 -0.12 0.003
Cl -0.053830 -5.178028 -0.050738 0.10 -0.07 0.10 0.023
C -0.762662 -2.804695 -1.118914 -0.70 -0.25 -0.47 0.007
O 0.223281 -2.317506 -0.436418 0.33 0.13 0.45 0.033
C -1.628083 -1.992798 -1.902253 0.18 -0.24 0.14 0.006
C -1.473779 -0.572490 -1.946556 0.20 -0.06 0.19 0.018
O -0.574890 0.092846 -1.392800 -0.36 -0.10 -0.12 0.021
C -2.710711 -2.571113 -2.595622 0.07 -0.33 0.11 0.003
H -2.289552 -5.801457 -1.669358 -0.01 -0.02 -0.01 0.000
H -2.235922 -0.014241 -2.504495 0.03 0.00 0.03 0.000
H -3.364153 -1.942674 -3.181832 -0.08 0.03 -0.07 0.000
S 1.818147 1.740701 -0.330125 -0.07 -0.10 0.13 0.006
C 1.222919 2.631113 -1.673971 -0.09 0.00 -0.06 0.005
N 0.942412 3.936219 -1.426115 0.05 -0.19 0.05 0.003
C 0.522582 4.816909 -2.355816 -0.06 0.05 -0.29 0.001
C 0.339927 4.407392 -3.646566 0.04 0.00 0.17 0.003
C 0.612399 3.066510 -3.957860 -0.02 0.14 0.06 0.002
C 1.044611 2.191241 -2.993164 0.02 0.02 0.09 0.003
H 1.064296 4.250047 -0.469618 0.00 -0.03 -0.03 0.000
H 0.352371 5.824816 -2.009492 -0.02 0.02 -0.02 0.000
H 0.004852 5.105344 -4.396155 -0.02 0.05 -0.01 0.000
H 0.495413 2.718484 -4.974533 -0.01 -0.01 -0.05 0.000
H 1.291498 1.167338 -3.232805 -0.02 0.10 0.03 0.002
```
Forces are in eV/Å.

---

no.,F_max (eV/Å),electronic energy (hartree)
1,3.9,-1180.059021
2,2.4,-1767.059325
3,5.8,-861.165841
4,2.6,-7060.880920
5,6.4,-1026.541068
6,0.9,-3878.239193